(1)
Computed, not measured: a cluster of 8 separate species, C4H20NO10 in total, with wB97M-V/def2-TZVPD.

```
35
Properties=species:S:1:pos:R:3:mulliken_charge:R:1
O -0.89717 -0.12274 -3.69991 -0.63
O 0.23770 3.02585 -3.07267 -0.63
N 0.76684 -1.94323 -0.18241 -0.08
H 1.66208 1.23995 -0.70297 -0.22
H 1.01858 0.32953 0.87682 -0.22
O -0.87369 -0.38286 1.69307 -0.88
C -1.01685 -0.42051 0.45632 0.14
H 0.19056 -1.93131 -3.65537 0.33
O 0.84047 -0.63282 3.76528 -0.85
O -3.39480 2.36856 -1.01052 -0.58
H -1.24580 -2.57631 0.21268 0.35
H 2.29236 0.66248 2.44884 0.36
H -1.68850 -0.23314 -4.00773 0.24
O -1.59129 1.04230 3.65224 -0.74
H 2.79247 0.57679 0.64930 0.32
H 0.95140 -2.96002 -0.21391 0.29
C 1.78376 -0.97391 -0.38995 0.64
O 2.82266 -1.57708 -0.67947 -0.69
H -3.67316 1.59999 -1.14507 0.23
H 0.38655 -0.65374 2.88311 0.49
H 0.48933 0.18780 4.25130 0.37
H 0.04993 3.64012 -2.45520 0.29
H 2.30467 0.40669 3.80843 0.36
H -2.36626 0.53850 3.70882 0.26
O 0.39018 -2.80320 -3.41375 -0.66
C -0.68328 -1.74120 -0.20131 -0.46
O 2.59842 1.12036 3.27678 -0.69
H -2.69809 2.36361 -0.30121 0.36
H 0.97489 -2.68900 -2.68827 0.30
H -1.18557 -1.91486 -1.17388 0.29
H 0.81783 2.42681 -2.49579 0.33
H -0.93975 0.34496 -2.80076 0.35
C 1.74017 0.46206 0.09501 0.08
O -1.47516 0.46630 -0.18239 -0.49
H -1.38149 0.75325 2.69453 0.44
```

Charge = -1
E_tot = -971.57738 Eh
E_LUMO = 2.85 eV
Largest force on an atom = 0.236 hartree/bohr
Multiplicity = 1
Gap between HOMO and LUMO = 9.353 eV
ΔE to the lowest compared entry with this formula, charge and spin = 91.3 kcal/mol

(2)
Computed, not measured: a cluster of 7 separate species, C4H20NO9 in total, with wB97M-V/def2-TZVPD.

```
34
Properties=species:S:1:pos:R:3:mulliken_charge:R:1
H -0.57726 0.17571 4.26656 0.30
H 0.74089 4.04717 0.06578 0.34
H 0.90090 0.59534 -4.36257 0.29
H 0.52506 3.32100 1.31904 0.32
H -0.21435 -1.84800 1.00692 0.45
H 3.16779 1.24219 -2.57308 0.28
O 2.55547 1.98045 -2.64834 -0.75
H 1.33751 0.09508 1.25249 0.19
H 2.41818 -2.57449 -0.58089 0.33
H 0.43777 -0.69659 3.12577 0.28
N 0.48736 0.05717 0.71232 -0.03
O -4.43357 0.14905 -0.52619 -0.65
H 1.99518 1.85381 -1.75559 0.31
O 0.17735 4.08820 0.85083 -0.66
H -0.31705 -3.40473 -2.46936 0.31
H 0.41868 0.58588 -3.00858 0.41
H -2.35939 -1.08220 2.13494 0.33
H -0.96104 1.35736 1.71902 0.28
C -0.55214 -0.60857 3.47660 -1.19
H -3.96808 0.83596 -0.04476 0.33
H 0.83307 -2.41830 -2.73545 0.32
H -0.92079 -1.45228 4.09440 0.29
O 2.51754 -2.75317 0.35381 -0.66
H -1.19513 -0.82969 -0.03757 0.21
H 2.11289 -2.10497 0.92834 0.31
O 0.43444 -0.02456 -3.78688 -0.65
C 0.45602 0.96224 -0.39771 0.74
C -1.40362 -0.46828 2.23162 0.64
O -0.38544 0.76162 -1.27504 -0.81
C -0.66665 -0.84670 0.89602 -1.04
O -1.72588 0.94706 2.19055 -0.59
H -3.86974 -0.33388 -1.13967 0.32
O 1.47161 1.72823 -0.43080 -0.89
O 0.56243 -3.33710 -2.85253 -0.65
```

Charge = -1
E_tot = -896.40801 Eh
E_LUMO = 2.93 eV
Largest force on an atom = 0.069 hartree/bohr
Multiplicity = 1
Gap between HOMO and LUMO = 9.300 eV
ΔE to the lowest compared entry with this formula, charge and spin = 52.0 kcal/mol

(3)
Computed, not measured: a structure of composition C4H20O11Sr2, with wB97M-V/def2-TZVPD.

```
37
Properties=species:S:1:pos:R:3:mulliken_charge:R:1
H 3.40004 -1.64218 3.56445 0.32
H -5.14082 -3.81210 3.87283 0.32
H -1.69972 2.37519 6.37062 0.30
H 0.13801 -0.50582 0.48782 0.23
O 0.54263 2.26758 0.57588 -0.68
H -5.64541 0.79421 0.09945 0.31
H -6.26824 -3.38269 2.95827 0.32
H -2.90109 2.65901 7.24701 0.33
H -1.90487 1.59271 -4.60933 0.34
H 3.77710 -3.00335 -7.55967 0.28
O -2.06201 7.29360 -0.19778 -0.61
C 0.46358 1.38183 1.48335 0.69
C 4.03919 -1.45897 -6.01896 0.68
O 4.06235 -1.29996 -4.79377 -0.62
O -5.37722 -3.73232 2.94873 -0.64
H -0.53801 -0.44456 2.14784 0.30
H 3.57047 -3.58645 -5.92898 0.29
H -1.52554 8.06177 -0.39359 0.32
O 4.04991 -0.49052 -6.79118 -0.64
H 5.16555 -3.24023 -6.43762 0.23
H 1.31081 -7.22750 3.17604 0.32
H -7.01384 0.79272 -0.54809 0.33
H 1.50145 -5.74977 2.90792 0.31
O -6.28645 1.37037 -0.31688 -0.64
H -2.33026 3.00661 -4.27495 0.34
Sr 3.16460 4.00350 -3.98140 1.53
C -0.32584 0.12710 1.24435 -0.73
H -1.44931 6.55883 -0.22854 0.30
C 4.14001 -2.88504 -6.53870 -0.75
O 4.04413 -2.27183 3.88837 -0.63
O 1.19650 -6.56002 2.49956 -0.64
H -1.30817 0.47160 0.92116 0.23
H 4.78141 -2.19394 3.28292 0.32
O -2.38138 1.94175 6.88413 -0.63
Sr 5.34963 4.82688 3.98503 1.53
O 1.02577 1.48002 2.58368 -0.58
O -1.56493 2.48197 -4.50998 -0.67
```

Charge = +2
E_tot = -1052.54429 Eh
E_LUMO = -9.73 eV
Largest force on an atom = 0.047 hartree/bohr
Multiplicity = 1
Gap between HOMO and LUMO = 1.638 eV

Values of HOMO, in order: -0.239; -0.234; -0.418, all in hartree.